Here is the molecule C17H18N8O2 from the OMol25 dataset. Energies are from the ωB97M-V functional and the def2-TZVPD basis.

* Kohn-Sham gap: 8.1 eV
* energy: -33934.7160 eV
* relative energy (zero: lowest compared OMol25 entry of this formula, charge and spin): 142.80 kJ/mol
* SMILES string: COCCN1CC(=O)Nc2ncc(-c3ccc(-c4nnc[nH]4)nc3C)nc21
* highest occupied orbital energy: -8.3 eV

Bonds (Å) are listed after each position.
Element x y z (Å)
1 C -5.987 1.040 -1.215  O2 1.474, H28 1.092, H29 1.097, H30 1.112
2 O -4.845 0.514 -1.984  C1 1.474, C3 1.427
3 C -3.627 1.134 -1.573  O2 1.427, C4 1.543, H31 1.063, H32 1.120
4 C -2.442 0.931 -2.540  C3 1.543, N5 1.488, H33 1.044, H34 1.068
5 N -1.344 1.848 -2.130  C4 1.488, C6 1.471, C27 1.363
6 C -1.183 3.089 -2.903  N5 1.471, C7 1.541, H35 1.086, H36 1.065
7 C 0.258 3.591 -3.115  C6 1.541, O8 1.222, N9 1.390
8 O 0.451 4.749 -3.454  C7 1.222
9 N 1.305 2.942 -2.471  C7 1.390, C10 1.425, H37 1.009
10 C 1.018 1.929 -1.511  N9 1.425, N11 1.343, C27 1.443
11 N 2.079 1.605 -0.753  C10 1.343, C12 1.352
12 C 1.834 0.578 0.092  N11 1.352, C13 1.403, H38 1.127
13 C 0.558 0.001 0.186  C12 1.403, C14 1.449, N26 1.335
14 C 0.374 -0.986 1.231  C13 1.449, C15 1.403, C24 1.447
15 C -0.675 -0.850 2.152  C14 1.403, C16 1.382, H39 1.095
16 C -0.997 -1.912 2.974  C15 1.382, C17 1.389, H40 1.070
17 C -0.104 -2.960 3.157  C16 1.389, C18 1.559, N23 1.327
18 C -0.365 -4.127 4.156  C17 1.559, N19 1.312, N22 1.390
19 N -1.468 -4.481 4.774  C18 1.312, N20 1.371
20 N -1.318 -5.743 5.288  N19 1.371, C21 1.228
21 C -0.178 -6.160 5.097  N20 1.228, N22 1.369, H41 1.056
22 N 0.469 -5.224 4.337  C18 1.390, C21 1.369, H42 1.038
23 N 0.960 -3.075 2.372  C17 1.327, C24 1.377
24 C 1.196 -2.169 1.362  C14 1.447, N23 1.377, C25 1.506
25 C 2.362 -2.538 0.483  C24 1.506, H43 1.059, H44 1.126, H45 1.117
26 N -0.557 0.457 -0.389  C13 1.335, C27 1.372
27 C -0.321 1.419 -1.338  N5 1.363, C10 1.443, N26 1.372
28 H -5.882 0.511 -0.265  C1 1.092
29 H -6.925 0.710 -1.680  C1 1.097
30 H -5.938 2.121 -0.962  C1 1.112
31 H -3.259 0.799 -0.633  C3 1.063
32 H -3.698 2.240 -1.409  C3 1.120
33 H -2.185 -0.080 -2.494  C4 1.044
34 H -2.805 1.199 -3.509  C4 1.068
35 H -1.728 3.052 -3.842  C6 1.086
36 H -1.599 3.930 -2.398  C6 1.065
37 H 1.903 3.643 -2.060  N9 1.009
38 H 2.609 0.238 0.837  C12 1.127
39 H -1.275 0.064 2.220  C15 1.095
40 H -1.789 -1.853 3.692  C16 1.070
41 H 0.155 -7.131 5.342  C21 1.056
42 H 1.265 -5.401 3.694  N22 1.038
43 H 3.162 -1.848 0.561  C25 1.059
44 H 1.986 -2.659 -0.572  C25 1.126
45 H 2.864 -3.516 0.681  C25 1.117